Entry 1:
C13H20Cl2FeO3P | the ωB97M-V functional and the def2-TZVPD basis

```
40
C13H20Cl2FeO3P (the ωB97M-V functional and the def2-TZVPD basis)
Fe -0.964 -0.509 0.290
C 5.169 0.638 -2.389
O 4.449 1.842 -2.349
C 3.185 1.832 -1.915
C 2.524 3.072 -2.003
C 1.237 3.188 -1.620
C 0.457 2.088 -1.162
C -0.901 2.299 -0.727
C -1.546 3.692 -0.927
O -1.595 1.409 -0.203
C 1.130 0.849 -1.072
O 0.599 -0.289 -0.648
C 2.485 0.726 -1.513
H 6.155 0.946 -2.733
H 4.750 -0.043 -3.133
H 5.232 0.167 -1.372
H 3.083 3.925 -2.345
H 0.780 4.110 -1.828
H -1.012 4.356 -0.184
H -2.640 3.689 -0.651
H -1.393 4.141 -1.963
H 2.898 -0.271 -1.452
Cl -1.387 -1.149 4.755
C 0.065 -0.251 4.313
Cl -0.241 1.096 3.194
H 0.758 -0.953 3.798
H 0.577 -0.004 5.250
C -1.321 -3.658 1.822
P -2.256 -2.475 0.699
C -3.883 -2.196 1.382
C -2.556 -3.469 -0.772
H -1.956 -4.514 2.052
H -1.026 -3.078 2.672
H -0.370 -3.930 1.359
H -4.282 -3.104 1.809
H -4.527 -1.837 0.604
H -3.881 -1.400 2.160
H -3.120 -4.378 -0.531
H -1.597 -3.739 -1.174
H -3.080 -2.817 -1.492
```

Output
* net charge: +1
* multiplicity: 5
* expectation value of S²: 6.013
* largest force on an atom: 1.7 eV/Å
* orbital gap (spin up / spin down): 8.6996 / 7.7694 eV
* E_HOMO (spin up / spin down): -11.2 / -11.3 eV
* DFT total energy: -88663.4735 eV
* energy above the lowest of the compared OMol25 structures with the same formula, charge and spin: 0.0 kJ/mol

In the Löwdin picture, each atom carries the following charge in e: atom 1 (Fe): 0.80, atom 2 (C): -0.07, atom 3 (O): -0.05, atom 4 (C): -0.27, atom 5 (C): 0.01, atom 6 (C): -0.02, atom 7 (C): -0.11, atom 8 (C): -0.35, atom 9 (C): 0.00, atom 10 (O): -0.08, atom 11 (C): -0.29, atom 12 (O): -0.21, atom 13 (C): 0.06, atom 14 (H): 0.10, atom 15 (H): 0.10, atom 16 (H): 0.11, atom 17 (H): 0.13, atom 18 (H): 0.10, atom 19 (H): 0.11, atom 20 (H): 0.10, atom 21 (H): 0.11, atom 22 (H): 0.12, atom 23 (Cl): 0.53, atom 24 (C): -1.01, atom 25 (Cl): 0.54, atom 26 (H): 0.04, atom 27 (H): 0.04, atom 28 (C): -0.22, atom 29 (P): 0.75, atom 30 (C): -0.26, atom 31 (C): -0.26, atom 32 (H): 0.06, atom 33 (H): -0.02, atom 34 (H): 0.05, atom 35 (H): 0.06, atom 36 (H): 0.05, atom 37 (H): 0.06, atom 38 (H): 0.07, atom 39 (H): 0.04, atom 40 (H): 0.06

---

Entry 2:
C13H20ClNO | the ωB97M-V functional and the def2-TZVPD basis

```
36
C13H20ClNO (the ωB97M-V functional and the def2-TZVPD basis)
C 3.376 1.205 -3.261
C 2.777 -0.036 -3.913
C 1.254 -0.102 -3.800
C 0.761 -0.284 -2.364
N -0.658 -0.582 -2.379
C -1.260 -1.037 -1.148
C -1.589 0.022 -0.079
C -0.369 0.574 0.665
O -0.727 1.227 1.869
C -1.068 0.497 2.960
C -1.031 -0.892 3.055
C -1.386 -1.511 4.242
C -1.784 -0.778 5.344
C -1.820 0.604 5.240
Cl -2.313 1.548 6.600
C -1.470 1.244 4.069
H 4.448 1.245 -3.442
H 2.927 2.106 -3.673
H 3.216 1.199 -2.186
H 3.044 -0.041 -4.972
H 3.211 -0.930 -3.459
H 0.885 -0.944 -4.388
H 0.819 0.810 -4.217
H 1.270 -1.141 -1.914
H 1.013 0.610 -1.773
H -1.179 0.200 -2.761
H -2.201 -1.525 -1.425
H -0.603 -1.800 -0.720
H -2.132 0.849 -0.542
H -2.257 -0.434 0.655
H 0.359 -0.223 0.860
H 0.124 1.355 0.082
H -0.729 -1.503 2.220
H -1.353 -2.588 4.304
H -2.061 -1.264 6.265
H -1.496 2.319 3.989
```

Output
* SMILES: CCCCNCCCOc1cccc(Cl)c1
* net charge: 0
* multiplicity: 1
* largest force on an atom: 0.4 eV/Å
* orbital gap: 9.5260 eV
* E_HOMO: -8.7 eV
* DFT total energy: -29865.2952 eV
* energy above the lowest of the compared OMol25 structures with the same formula, charge and spin: 21.8 kJ/mol

In the Löwdin picture, each atom carries the following charge in e: atom 1 (C): -0.12, atom 2 (C): -0.27, atom 3 (C): -0.21, atom 4 (C): -0.25, atom 5 (N): -0.08, atom 6 (C): -0.24, atom 7 (C): -0.15, atom 8 (C): -0.20, atom 9 (O): -0.04, atom 10 (C): -0.27, atom 11 (C): -0.03, atom 12 (C): -0.08, atom 13 (C): -0.12, atom 14 (C): -0.68, atom 15 (Cl): 0.67, atom 16 (C): -0.03, atom 17 (H): 0.07, atom 18 (H): 0.07, atom 19 (H): 0.06, atom 20 (H): 0.10, atom 21 (H): 0.10, atom 22 (H): 0.11, atom 23 (H): 0.11, atom 24 (H): 0.13, atom 25 (H): 0.10, atom 26 (H): 0.11, atom 27 (H): 0.11, atom 28 (H): 0.12, atom 29 (H): 0.12, atom 30 (H): 0.11, atom 31 (H): 0.12, atom 32 (H): 0.12, atom 33 (H): 0.10, atom 34 (H): 0.11, atom 35 (H): 0.10, atom 36 (H): 0.12

---

Entry 3:
C13H20CoN3O3Si | the ωB97M-V functional and the def2-TZVPD basis

```
41
C13H20CoN3O3Si (the ωB97M-V functional and the def2-TZVPD basis)
Co -0.499 1.184 -0.575
N -2.244 1.722 -1.831
C -3.419 1.502 -0.955
C -3.077 1.957 0.472
O -3.898 2.581 1.132
N -1.812 1.647 0.819
C -1.157 2.484 1.797
C -0.154 3.436 1.015
O 0.255 4.442 1.560
O 0.160 2.991 -0.161
H -2.106 2.720 -1.954
H -2.403 1.329 -2.752
H -3.668 0.439 -0.945
H -4.293 2.060 -1.287
H -0.529 1.899 2.477
H -1.849 3.099 2.366
C 2.332 -0.927 2.061
Si 2.311 -0.241 0.302
C 3.537 -1.094 -0.857
C 2.794 1.568 0.389
N 0.674 -0.393 -0.376
C 0.064 -1.595 -0.534
C 0.666 -2.831 -0.184
C -0.011 -4.018 -0.336
C -1.312 -4.041 -0.835
C -1.927 -2.846 -1.205
C -1.253 -1.658 -1.072
H 3.290 -0.694 2.530
H 2.179 -2.005 2.125
H 1.548 -0.445 2.650
H 4.553 -0.902 -0.510
H 3.447 -0.679 -1.863
H 3.405 -2.175 -0.930
H 3.881 1.629 0.486
H 2.356 2.073 1.251
H 2.502 2.127 -0.500
H 1.670 -2.838 0.216
H 0.476 -4.944 -0.060
H -1.837 -4.981 -0.938
H -2.933 -2.854 -1.604
H -1.718 -0.730 -1.384
```

Output
* net charge: 0
* multiplicity: 5
* expectation value of S²: 6.048
* largest force on an atom: 1.9 eV/Å
* orbital gap (spin up / spin down): 7.7611 / 4.6791 eV
* E_HOMO (spin up / spin down): -7.7 / -7.8 eV
* DFT total energy: -69924.2432 eV

In the Löwdin picture, each atom carries the following charge in e: atom 1 (Co): 0.76, atom 2 (N): -0.02, atom 3 (C): -0.15, atom 4 (C): -0.56, atom 5 (O): 0.03, atom 6 (N): -0.08, atom 7 (C): -0.13, atom 8 (C): -0.62, atom 9 (O): 0.04, atom 10 (O): -0.15, atom 11 (H): 0.11, atom 12 (H): 0.09, atom 13 (H): 0.11, atom 14 (H): 0.12, atom 15 (H): 0.11, atom 16 (H): 0.11, atom 17 (C): -0.15, atom 18 (Si): 0.47, atom 19 (C): -0.16, atom 20 (C): -0.16, atom 21 (N): -0.05, atom 22 (C): -0.32, atom 23 (C): -0.02, atom 24 (C): -0.06, atom 25 (C): -0.05, atom 26 (C): -0.06, atom 27 (C): -0.01, atom 28 (H): 0.04, atom 29 (H): 0.02, atom 30 (H): 0.04, atom 31 (H): 0.04, atom 32 (H): 0.04, atom 33 (H): 0.02, atom 34 (H): 0.04, atom 35 (H): 0.04, atom 36 (H): 0.03, atom 37 (H): 0.08, atom 38 (H): 0.11, atom 39 (H): 0.11, atom 40 (H): 0.11, atom 41 (H): 0.07

---

Entry 4:
C13H20F2GeIrN3S2 | the ωB97M-V functional and the def2-TZVPD basis

```
42
C13H20F2GeIrN3S2 (the ωB97M-V functional and the def2-TZVPD basis)
Ir -0.317 0.509 -0.700
C -2.047 -2.811 -4.180
S -2.596 -1.112 -4.543
C -1.931 -0.306 -3.151
S -0.201 -0.506 -2.793
N -2.708 0.421 -2.419
N -2.210 0.981 -1.358
C -2.928 1.633 -0.440
C -2.264 2.082 0.707
C -2.922 2.773 1.754
C -2.211 3.215 2.834
C -0.824 2.992 2.884
C -0.235 2.296 1.853
N -0.908 1.831 0.805
H -2.433 -3.415 -4.992
H -2.473 -3.118 -3.228
H -0.962 -2.851 -4.152
H -3.989 1.775 -0.589
H -3.985 2.939 1.665
H -2.703 3.727 3.648
H -0.228 3.335 3.712
H 0.820 2.060 1.876
C 4.585 -0.190 0.702
Ge 2.653 -0.668 0.460
C 1.822 -0.722 2.278
C 2.589 -2.411 -0.497
C 1.771 0.763 -0.619
H 5.094 -0.981 1.246
H 4.693 0.731 1.267
H 5.083 -0.066 -0.254
H 1.887 -1.708 2.730
H 0.772 -0.452 2.222
H 2.314 -0.016 2.942
H 2.741 -3.236 0.193
H 3.371 -2.446 -1.250
H 1.634 -2.537 -0.996
H 2.196 0.761 -1.626
H 1.986 1.739 -0.176
F -1.960 -2.059 -0.420
C -1.015 -1.491 0.399
F -1.675 -1.186 1.565
H -0.284 -2.274 0.641
```

Output
* net charge: 0
* multiplicity: 5
* expectation value of S²: 6.027
* largest force on an atom: 2.4 eV/Å
* orbital gap (spin up / spin down): 6.6412 / 6.2213 eV
* E_HOMO (spin up / spin down): -6.2 / -8.4 eV
* DFT total energy: -104732.0484 eV
* energy above the lowest of the compared OMol25 structures with the same formula, charge and spin: 28.5 kJ/mol

In the Löwdin picture, each atom carries the following charge in e: atom 1 (Ir): 1.18, atom 2 (C): -0.40, atom 3 (S): 0.82, atom 4 (C): -1.06, atom 5 (S): 0.61, atom 6 (N): -0.07, atom 7 (N): -0.25, atom 8 (C): -0.07, atom 9 (C): -0.27, atom 10 (C): -0.02, atom 11 (C): -0.06, atom 12 (C): -0.06, atom 13 (C): -0.14, atom 14 (N): -0.09, atom 15 (H): 0.03, atom 16 (H): 0.04, atom 17 (H): 0.01, atom 18 (H): 0.13, atom 19 (H): 0.11, atom 20 (H): 0.11, atom 21 (H): 0.10, atom 22 (H): 0.10, atom 23 (C): -0.22, atom 24 (Ge): 0.78, atom 25 (C): -0.22, atom 26 (C): -0.22, atom 27 (C): -0.49, atom 28 (H): 0.01, atom 29 (H): 0.01, atom 30 (H): 0.01, atom 31 (H): 0.02, atom 32 (H): -0.02, atom 33 (H): 0.01, atom 34 (H): 0.02, atom 35 (H): 0.02, atom 36 (H): -0.01, atom 37 (H): -0.03, atom 38 (H): -0.02, atom 39 (F): -0.06, atom 40 (C): -0.39, atom 41 (F): -0.04, atom 42 (H): 0.09

---

Entry 5:
C13H20MoN2O4 | the ωB97M-V functional and the def2-TZVPD basis

```
40
C13H20MoN2O4 (the ωB97M-V functional and the def2-TZVPD basis)
Mo -0.069 0.044 -0.066
C -0.690 2.560 -1.229
O -1.187 1.221 -1.483
C -0.753 0.664 -2.769
C 0.722 0.288 -2.765
O 0.953 -0.738 -1.726
C 2.326 -0.888 -1.205
C 2.269 -1.559 0.162
O 1.516 -0.769 1.151
C 2.219 0.413 1.629
H -0.836 3.195 -2.101
H 0.390 2.557 -0.998
H -1.240 2.935 -0.379
H -0.925 1.378 -3.576
H -1.378 -0.212 -2.926
H 1.363 1.146 -2.538
H 1.016 -0.097 -3.741
H 2.781 0.108 -1.149
H 2.920 -1.484 -1.897
H 3.290 -1.727 0.508
H 1.748 -2.512 0.103
H 3.242 0.165 1.904
H 1.673 0.800 2.482
H 2.263 1.187 0.845
N -1.973 0.555 3.698
C -1.386 0.033 2.626
N -0.969 0.955 1.768
C -1.312 2.196 2.351
C -1.153 3.530 1.959
C -1.630 4.511 2.798
C -2.265 4.221 4.019
C -2.432 2.918 4.422
C -1.946 1.937 3.566
H -2.379 0.027 4.456
H -1.288 -1.030 2.472
H -0.667 3.865 1.051
H -1.509 5.544 2.503
H -2.622 5.029 4.641
H -2.918 2.665 5.355
O -1.078 -1.209 0.004
```

Output
* net charge: +2
* multiplicity: 1
* largest force on an atom: 2.8 eV/Å
* orbital gap: 7.8024 eV
* E_HOMO: -14.8 eV
* DFT total energy: -26815.1085 eV
* energy above the lowest of the compared OMol25 structures with the same formula, charge and spin: 0.0 kJ/mol

In the Löwdin picture, each atom carries the following charge in e: atom 1 (Mo): 1.62, atom 2 (C): -0.05, atom 3 (O): -0.31, atom 4 (C): -0.11, atom 5 (C): -0.11, atom 6 (O): -0.28, atom 7 (C): -0.11, atom 8 (C): -0.11, atom 9 (O): -0.32, atom 10 (C): -0.04, atom 11 (H): 0.13, atom 12 (H): 0.09, atom 13 (H): 0.06, atom 14 (H): 0.15, atom 15 (H): 0.15, atom 16 (H): 0.13, atom 17 (H): 0.16, atom 18 (H): 0.13, atom 19 (H): 0.16, atom 20 (H): 0.15, atom 21 (H): 0.15, atom 22 (H): 0.12, atom 23 (H): 0.10, atom 24 (H): 0.09, atom 25 (N): 0.17, atom 26 (C): -0.15, atom 27 (N): -0.02, atom 28 (C): -0.19, atom 29 (C): -0.03, atom 30 (C): -0.05, atom 31 (C): -0.04, atom 32 (C): 0.02, atom 33 (C): -0.17, atom 34 (H): 0.19, atom 35 (H): 0.14, atom 36 (H): 0.09, atom 37 (H): 0.12, atom 38 (H): 0.12, atom 39 (H): 0.13, atom 40 (O): -0.28

---

Entry 6:
C13H20MoNOS9Sb | the ωB97M-V functional and the def2-TZVPD basis

```
46
C13H20MoNOS9Sb (the ωB97M-V functional and the def2-TZVPD basis)
Mo 0.184 -0.384 -1.495
C 0.678 -2.777 1.730
C 1.545 -2.822 0.474
S 0.433 -3.186 -0.962
C 1.623 -3.273 -2.338
C 0.907 -2.912 -3.639
S 0.447 -1.159 -3.780
C 2.085 -0.366 -4.006
C 2.333 0.526 -2.792
S 0.960 1.671 -2.482
C 0.516 1.166 1.421
C 0.490 0.018 2.421
S -0.499 -1.393 1.847
H 1.300 -2.818 2.626
H 0.035 -3.660 1.755
H 2.320 -3.586 0.578
H 2.036 -1.852 0.320
H 2.035 -4.284 -2.407
H 2.439 -2.580 -2.120
H -0.056 -3.424 -3.733
H 1.501 -3.194 -4.510
H 2.065 0.217 -4.927
H 2.844 -1.148 -4.102
H 3.321 0.993 -2.860
H 2.440 -0.151 -1.899
H 1.351 1.839 1.627
H 0.740 0.754 0.424
H 0.055 0.333 3.363
H 1.516 -0.316 2.595
O -1.954 1.145 3.725
N -1.935 2.413 3.639
C -2.479 3.151 4.646
C -2.516 4.521 4.609
C -1.974 5.193 3.520
C -1.413 4.440 2.509
C -1.394 3.047 2.554
S -0.957 2.178 1.091
H -2.880 2.542 5.440
H -2.971 5.049 5.434
H -1.985 6.272 3.464
H -0.972 4.907 1.640
S -2.431 -3.070 -5.161
Sb -3.870 -1.863 -3.866
S -2.100 -0.276 -1.453
S -3.031 -2.239 -1.554
S -2.780 0.361 -3.366
```

Output
* net charge: -1
* multiplicity: 2
* expectation value of S²: 0.773
* largest force on an atom: 1.3 eV/Å
* orbital gap (spin up / spin down): 5.4012 / 4.9684 eV
* E_HOMO (spin up / spin down): -3.3 / -2.8 eV
* DFT total energy: -123252.6939 eV
* energy above the lowest of the compared OMol25 structures with the same formula, charge and spin: 413.4 kJ/mol

In the Löwdin picture, each atom carries the following charge in e: atom 1 (Mo): 0.20, atom 2 (C): -0.57, atom 3 (C): -0.53, atom 4 (S): 0.83, atom 5 (C): -0.53, atom 6 (C): -0.53, atom 7 (S): 0.76, atom 8 (C): -0.51, atom 9 (C): -0.76, atom 10 (S): 0.37, atom 11 (C): -0.53, atom 12 (C): -0.52, atom 13 (S): 0.86, atom 14 (H): 0.07, atom 15 (H): 0.06, atom 16 (H): 0.08, atom 17 (H): 0.05, atom 18 (H): 0.07, atom 19 (H): 0.06, atom 20 (H): 0.00, atom 21 (H): 0.08, atom 22 (H): 0.07, atom 23 (H): 0.07, atom 24 (H): 0.06, atom 25 (H): 0.02, atom 26 (H): 0.08, atom 27 (H): -0.03, atom 28 (H): 0.04, atom 29 (H): 0.08, atom 30 (O): -0.09, atom 31 (N): -0.23, atom 32 (C): -0.02, atom 33 (C): -0.07, atom 34 (C): -0.09, atom 35 (C): -0.09, atom 36 (C): -0.47, atom 37 (S): 0.97, atom 38 (H): 0.13, atom 39 (H): 0.11, atom 40 (H): 0.10, atom 41 (H): 0.10, atom 42 (S): -0.38, atom 43 (Sb): 0.22, atom 44 (S): -0.26, atom 45 (S): -0.19, atom 46 (S): -0.16